[1]
DFT (ωB97M-V/def2-TZVPD) results for a molecular structure, C41H38BrN4O3PY.

Structure (ORCA input):
```
! RIJCOSX wB97M-V def2-TZVPD def2/J DEFGRID3
* xyz 1 1
Y -0.449 -0.077 0.528
Br 2.563 3.409 6.795
C 1.746 2.339 5.479
C 1.619 0.956 5.677
C 1.011 0.164 4.733
C 0.518 0.710 3.531
O -0.053 -0.046 2.638
C 0.646 2.106 3.344
C 0.106 2.799 2.200
N -0.355 2.261 1.124
C -0.862 3.110 0.100
C -0.330 4.320 -0.239
C -0.896 5.095 -1.280
C -1.972 4.637 -1.977
C -2.516 3.361 -1.676
C -3.595 2.800 -2.398
C -4.038 1.548 -2.095
C -3.381 0.836 -1.071
N -2.390 1.325 -0.363
C -1.957 2.592 -0.646
C 1.252 2.905 4.336
H 1.998 0.514 6.590
H 0.902 -0.902 4.890
H 0.081 3.888 2.291
H 0.548 4.686 0.280
H -0.458 6.055 -1.518
H -2.411 5.225 -2.773
H -4.049 3.373 -3.198
H -4.849 1.080 -2.633
H -3.666 -0.188 -0.857
H 1.326 3.975 4.183
C -4.776 -1.410 1.941
C -3.563 -0.726 1.797
N -2.452 -1.309 1.398
C -2.466 -2.641 1.158
C -3.638 -3.397 1.218
C -4.815 -2.741 1.619
C -3.610 -4.804 0.915
C -2.447 -5.415 0.626
C -1.210 -4.677 0.629
C 0.028 -5.312 0.431
C 1.180 -4.579 0.502
C 1.078 -3.201 0.737
N -0.066 -2.570 0.898
C -1.207 -3.302 0.870
H -5.653 -0.879 2.283
H -3.505 0.339 1.990
H -5.739 -3.302 1.687
H -4.539 -5.359 0.939
H -2.416 -6.475 0.410
H 0.058 -6.378 0.238
H 2.152 -5.032 0.376
H 1.975 -2.597 0.784
O -1.083 -1.245 -1.392
C -0.589 -0.350 -2.147
O 0.059 0.625 -1.656
C -0.801 -0.418 -3.618
C -1.492 -1.490 -4.172
C -1.702 -1.537 -5.541
C -1.226 -0.512 -6.350
C -0.536 0.559 -5.796
C -0.321 0.607 -4.427
H -1.857 -2.275 -3.524
H -2.235 -2.369 -5.982
H -1.391 -0.548 -7.419
H -0.166 1.352 -6.433
H 0.213 1.432 -3.974
C 3.215 -0.289 -2.329
C 3.502 -0.748 -0.901
P 2.521 0.125 0.383
C 3.321 -0.320 1.982
C 4.737 -0.889 1.961
C 2.957 1.882 0.112
C 4.442 2.225 0.076
H 3.801 -0.878 -3.034
H 3.490 0.758 -2.470
H 2.164 -0.381 -2.593
H 4.561 -0.617 -0.672
H 3.312 -1.820 -0.807
H 2.644 -1.012 2.489
H 3.284 0.592 2.587
H 4.790 -1.828 1.407
H 5.076 -1.095 2.977
H 5.455 -0.207 1.507
H 2.462 2.430 0.918
H 2.450 2.187 -0.808
H 4.929 1.982 1.021
H 4.590 3.292 -0.099
H 4.970 1.691 -0.715
*
```

- Gap between HOMO and LUMO: 7.276 eV
- HOMO: -0.3703 Ha
- Electronic energy: -135614.852 eV
- Lowest unoccupied orbital energy: -2.7996 eV
- M: 834.564 g/mol
- ΔE to the lowest compared entry with this formula, charge and spin: 3.1 kcal per mole

Which charges does Mulliken predict for the atoms? In e, they are: -0.424, -0.175, -0.438, -0.379, -0.641, -0.302, -0.132, 0.805, -0.672, 0.858, 0.068, -0.258, -1.171, -0.978, 0.959, -0.706, -1.130, 0.050, 0.355, 0.040, -0.762, 0.448, 0.509, 0.441, 0.503, 0.422, 0.448, 0.469, 0.451, 0.262, 0.495, -1.072, -0.472, 0.843, -0.200, 1.097, -0.708, -0.961, -0.986, 1.019, -0.773, -1.359, -0.202, 0.382, 0.040, 0.454, 0.466, 0.454, 0.438, 0.421, 0.444, 0.488, 0.456, -0.558, 0.795, -0.253, 0.524, -0.301, -0.783, -0.408, -0.857, -0.102, 0.470, 0.426, 0.406, 0.423, 0.397, -1.311, -0.654, 1.334, -0.321, -1.549, -0.477, -1.463, 0.476, 0.254, 0.120, 0.588, 0.435, 0.411, 0.512, 0.298, 0.451, 0.277, 0.348, 0.370, 0.278, 0.440, 0.321

=====

[2]
DFT (ωB97M-V/def2-TZVPD) results for a molecular structure, C34H63AsNO7PSi4Y.

Structure (ORCA input):
```
! RIJCOSX wB97M-V def2-TZVPD def2/J DEFGRID3
* xyz -1 1
Y 0.381 -0.318 0.385
O 1.931 1.885 0.966
C 1.874 2.437 2.281
C 0.465 2.391 2.828
N -0.052 1.026 2.877
C 0.715 0.227 3.839
C 1.975 -0.408 3.253
O 2.936 -0.583 3.995
O 1.892 -0.715 2.010
C -1.495 0.995 3.130
C -2.295 0.155 2.136
O -3.429 -0.188 2.450
O -1.708 -0.106 1.021
H 1.601 2.538 0.336
H 2.230 3.469 2.277
H 2.559 1.860 2.897
H -0.189 2.976 2.182
H 0.465 2.853 3.828
H 0.089 -0.588 4.190
H 1.002 0.818 4.715
H -1.908 2.004 3.058
H -1.727 0.634 4.133
C 4.354 0.553 -1.716
C 3.313 -0.438 -1.255
O 2.143 -0.045 -1.227
C 3.695 -1.786 -0.891
C 5.023 -2.214 -1.091
C 5.435 -3.482 -0.777
C 4.493 -4.373 -0.224
C 3.196 -3.993 -0.005
C 2.732 -2.682 -0.327
O 1.506 -2.372 -0.126
H 3.871 1.517 -1.854
H 4.796 0.235 -2.664
H 5.152 0.639 -0.977
H 5.740 -1.522 -1.516
H 6.458 -3.790 -0.942
H 4.803 -5.379 0.039
H 2.485 -4.680 0.439
C -3.768 0.710 -1.360
Si -2.803 2.322 -1.317
C -3.606 3.367 -2.671
C -3.256 3.195 0.294
Si -0.499 1.876 -1.417
Si 0.387 4.064 -1.309
C 2.259 4.066 -1.622
C 0.208 4.901 0.382
C -0.235 5.401 -2.483
Si -0.311 1.630 -3.751
C -1.471 0.238 -4.298
C 1.446 1.170 -4.280
C -0.773 3.010 -4.961
H -4.820 0.891 -1.108
H -3.363 -0.005 -0.638
H -3.730 0.263 -2.360
H -4.671 3.492 -2.443
H -3.525 2.887 -3.653
H -3.162 4.362 -2.749
H -4.335 3.127 0.473
H -2.977 4.253 0.269
H -2.749 2.731 1.146
H 2.842 3.505 -0.882
H 2.623 5.099 -1.619
H 2.482 3.629 -2.602
H 0.779 4.407 1.173
H -0.838 4.931 0.706
H 0.574 5.930 0.310
H 0.202 5.290 -3.474
H 0.056 6.383 -2.092
H -1.319 5.390 -2.599
H -1.567 -0.545 -3.546
H -1.125 -0.224 -5.231
H -2.475 0.647 -4.472
H 1.930 0.497 -3.568
H 2.064 2.074 -4.345
H 1.442 0.694 -5.268
H -1.609 3.620 -4.609
H -1.067 2.548 -5.911
H 0.070 3.677 -5.161
C -2.505 -2.654 -2.523
As -0.775 -2.427 -1.627
C -0.457 -4.349 -1.442
C 0.412 -2.237 -3.173
H -2.359 -3.122 -3.497
H -3.027 -1.708 -2.642
H -3.117 -3.304 -1.898
H -0.617 -4.805 -2.418
H -1.135 -4.801 -0.721
H 0.572 -4.507 -1.125
H -0.019 -2.734 -4.041
H 1.359 -2.708 -2.907
H 0.598 -1.192 -3.403
C 0.276 -4.218 2.225
P -0.732 -2.685 2.357
C -2.330 -3.284 1.676
C -1.122 -2.764 4.157
C -2.410 -2.560 4.652
C -2.656 -2.600 6.021
C -1.620 -2.833 6.915
C -0.328 -3.008 6.434
C -0.082 -2.969 5.070
H 1.285 -4.025 2.594
H 0.360 -4.466 1.169
H -0.177 -5.041 2.779
H -2.643 -4.213 2.158
H -2.210 -3.452 0.609
H -3.091 -2.512 1.797
H -3.223 -2.332 3.974
H -3.663 -2.438 6.387
H -1.815 -2.865 7.980
H 0.495 -3.164 7.122
H 0.939 -3.078 4.715
*
```

- Gap between HOMO and LUMO: 7.433 eV
- HOMO: -0.1782 Ha
- Electronic energy: -154794.773 eV
- Lowest unoccupied orbital energy: 2.5833 eV
- M: 905.024 g/mol
- ΔE to the lowest compared entry with this formula, charge and spin: 15.4 kcal per mole

Atom charges from the Mulliken analysis, given in e for atoms 1 to 99: -0.853, -0.436, -1.366, -0.260, 1.001, -0.677, 0.626, -0.832, -0.747, -1.404, 0.232, -0.791, -0.347, -0.500, 0.582, 0.550, 0.152, 0.168, 0.060, 0.246, 0.698, 0.337, -2.057, 0.963, 0.784, 0.517, -1.025, -1.004, -0.699, -0.840, -0.121, 0.772, -0.038, 0.461, 0.516, 0.386, 0.384, 0.425, 0.251, -0.589, 0.912, -1.268, -1.042, 1.440, 0.640, -1.276, -1.014, -1.245, 0.583, -0.421, -0.659, -1.302, 0.510, -0.224, 0.150, 0.378, 0.198, 0.296, 0.421, 0.387, -0.030, 0.383, 0.525, 0.226, 0.130, 0.187, 0.553, 0.310, 0.406, 0.182, -0.671, 0.470, 0.396, -0.479, 0.357, 0.485, 0.331, 0.358, 0.334, -1.318, 1.729, -1.134, -0.869, 0.393, 0.159, 0.421, 0.520, 0.377, 0.079, 0.592, 0.304, -0.407, -1.326, 2.495, -1.381, 0.488, -0.477, -0.778, -0.470

=====

[3]
DFT (ωB97M-V/def2-TZVPD) results for a molecular structure, C7H3Cl3GeMoNO4.

Structure (ORCA input):
```
! RIJCOSX wB97M-V def2-TZVPD def2/J DEFGRID3
* xyz 2 4
Mo 0.327 -0.478 -1.589
O -2.139 -3.083 0.041
C -1.523 -2.108 -0.128
O -0.695 -1.853 -1.248
C -1.395 -0.873 0.740
C -2.057 -0.549 1.904
C -1.776 0.687 2.494
C -0.852 1.561 1.921
C -0.228 1.159 0.759
N -0.504 -0.026 0.198
C 0.790 1.906 -0.075
O 1.317 2.926 0.157
O 1.023 1.121 -1.207
H -2.778 -1.227 2.341
H -2.286 0.971 3.405
H -0.625 2.525 2.358
Cl 1.368 -0.589 -3.771
Ge 3.601 -0.051 -2.987
Cl 5.133 -0.817 -4.199
Cl 3.300 -1.201 -1.114
*
```

- <S²>: 3.77
- Gap between HOMO and LUMO (spin up / spin down): 7.641 / 7.586 eV
- HOMO (spin up / spin down): -0.6404 / -0.6779 Ha
- Electronic energy: -112910.581 eV
- Lowest unoccupied orbital energy (spin up / spin down): -9.7847 / -10.8605 eV
- M: 440.013 g/mol

Which charges does Mulliken predict for the atoms? In e, they are: 1.749, -0.322, 0.158, -0.635, 0.615, -0.512, -0.253, -0.519, 0.538, -0.415, 0.304, -0.370, -0.469, 0.506, 0.484, 0.508, -0.168, 1.033, -0.090, -0.142

=====

[4]
DFT (ωB97M-V/def2-TZVPD) results for a molecular structure, C46H56IrN4O2PTe.

Structure (ORCA input):
```
! RIJCOSX wB97M-V def2-TZVPD def2/J DEFGRID3
* xyz 3 2
Ir -0.522 0.134 0.601
C -2.918 1.184 2.106
C -1.730 2.100 2.384
N -0.480 1.282 2.373
C -0.494 0.378 3.578
C 0.177 -0.938 3.287
N -0.238 -1.488 1.972
C -1.516 -2.248 1.994
C -2.701 -1.312 2.110
N -2.480 -0.036 1.336
H -3.371 0.849 3.037
H -3.690 1.700 1.546
H -1.617 2.888 1.646
H -1.851 2.576 3.360
H 0.303 1.910 2.556
H 0.039 0.881 4.386
H -1.520 0.248 3.903
H 1.251 -0.754 3.253
H -0.026 -1.657 4.084
H 0.486 -2.126 1.657
H -1.561 -2.799 1.064
H -1.526 -2.959 2.823
H -3.608 -1.797 1.753
H -2.874 -1.047 3.150
H -3.065 -0.071 0.503
C 2.377 -2.522 -0.595
C 3.114 -1.736 0.483
C 3.004 -2.354 1.877
C 2.843 -0.211 0.336
C 3.846 0.352 -0.695
O 3.027 0.836 -1.768
C 1.760 0.698 -1.438
N 1.512 0.207 -0.255
C 0.903 1.145 -2.570
C 1.482 1.109 -3.840
C 0.796 1.596 -4.944
C -0.474 2.127 -4.800
C -1.067 2.156 -3.544
C -0.387 1.666 -2.436
P -1.011 1.940 -0.774
C -2.792 2.174 -0.961
C -3.515 1.124 -1.543
C -4.894 1.200 -1.657
C -5.568 2.330 -1.203
C -4.858 3.377 -0.635
C -3.475 3.302 -0.510
C -0.225 3.513 -0.346
C -0.624 4.705 -0.954
C 0.082 5.875 -0.720
C 1.206 5.862 0.095
C 1.636 4.674 0.668
C 0.926 3.501 0.446
H 2.704 -3.561 -0.607
H 2.554 -2.109 -1.592
H 1.300 -2.503 -0.422
H 4.179 -1.809 0.255
H 2.113 -2.074 2.429
H 3.840 -2.038 2.502
H 3.032 -3.441 1.815
H 3.042 0.355 1.247
H 4.505 -0.405 -1.114
H 4.440 1.183 -0.321
H 2.479 0.718 -3.970
H 1.268 1.566 -5.917
H -1.003 2.523 -5.657
H -2.053 2.585 -3.426
H -3.000 0.248 -1.928
H -5.444 0.387 -2.114
H -6.643 2.395 -1.304
H -5.378 4.261 -0.289
H -2.945 4.125 -0.050
H -1.471 4.729 -1.628
H -0.240 6.796 -1.186
H 1.756 6.777 0.268
H 2.526 4.655 1.282
H 1.291 2.571 0.860
Te 2.947 2.078 3.407
C 4.199 1.358 4.884
C 5.320 2.114 5.244
C 6.167 1.651 6.236
C 5.910 0.435 6.858
C 4.800 -0.323 6.497
C 3.940 0.137 5.518
H 5.524 3.056 4.752
H 7.029 2.236 6.523
H 6.577 0.076 7.630
H 4.607 -1.267 6.990
H 3.066 -0.442 5.247
C -2.539 -6.191 -5.028
C -2.112 -5.001 -4.233
C -2.111 -3.724 -4.792
C -1.694 -2.619 -4.082
C -1.734 -1.286 -4.782
C -1.286 -2.780 -2.717
C -1.023 -1.574 -2.012
O -0.937 -1.429 -0.760
C -1.247 -4.089 -2.152
C -0.733 -4.410 -0.776
C -1.659 -5.154 -2.920
H -3.120 -5.906 -5.902
H -3.122 -6.881 -4.419
H -1.656 -6.734 -5.374
H -2.437 -3.600 -5.817
H -1.855 -1.439 -5.853
H -0.824 -0.707 -4.643
H -2.580 -0.682 -4.446
H -0.932 -0.679 -2.621
H -0.145 -3.606 -0.347
H -0.107 -5.300 -0.822
H -1.563 -4.645 -0.104
H -1.617 -6.152 -2.497
*
```

- <S²>: 0.76
- Gap between HOMO and LUMO (spin up / spin down): 6.998 / 6.234 eV
- HOMO (spin up / spin down): -0.5443 / -0.5486 Ha
- Electronic energy: -78066.203 eV
- Lowest unoccupied orbital energy (spin up / spin down): -7.8144 / -8.6950 eV
- M: 1047.771 g/mol
- ΔE to the lowest compared entry with this formula, charge and spin: 0.0 kcal per mole

Atom charges from the Mulliken analysis, given in e for atoms 1 to 99: 3.962, -0.897, -0.467, -0.219, -1.410, -0.257, -0.738, 0.110, -0.953, -0.609, 0.622, 0.394, 0.043, 0.691, -0.195, 0.808, 0.179, 0.024, 0.398, -0.097, -0.648, 0.844, 0.518, 0.314, 0.199, -2.266, 0.342, -1.598, 1.749, -0.737, -0.429, 0.245, 0.136, 0.531, -0.985, -0.986, -0.908, -0.463, 0.943, 1.467, 0.946, -0.999, -0.931, -0.855, -0.785, -1.096, 1.094, -1.088, -0.930, -0.935, -1.020, 1.322, 0.639, 0.298, 0.575, 0.653, 0.371, 0.458, 0.361, -1.631, 0.440, 0.333, 0.660, 0.482, 0.514, 0.563, 0.925, 0.559, 0.456, 0.507, 0.469, 0.562, 0.503, 0.446, 0.485, -0.799, 0.430, 0.460, -0.579, -0.651, -0.447, -0.746, 0.030, 0.373, 0.399, 0.408, 0.410, 0.327, -1.525, 0.449, -1.046, 0.468, -0.962, 0.021, 0.580, -0.915, 1.564, -1.528, -1.109

=====

[5]
DFT (ωB97M-V/def2-TZVPD) results for a single C7H17P molecule.

Structure (ORCA input):
```
! RIJCOSX wB97M-V def2-TZVPD def2/J DEFGRID3
* xyz 0 3
C -1.886 0.722 -2.016
C 0.627 1.350 -0.189
C -1.119 -0.277 -1.070
C -1.491 0.862 1.105
C 1.938 -0.664 2.010
C 1.402 -2.001 -0.189
C -0.377 0.237 0.122
P 0.411 -1.192 1.118
H -1.226 1.184 -2.615
H -2.372 0.025 -2.699
H 1.304 1.310 -1.167
H 0.142 2.320 -0.409
H 1.250 1.711 0.669
H -2.453 1.388 -1.378
H -1.866 -1.035 -0.820
H -0.515 -0.901 -1.703
H -1.588 1.894 0.881
H -2.575 0.424 0.884
H -1.099 0.785 2.164
H 1.612 -0.016 2.851
H 2.324 -1.540 2.458
H 2.661 -0.324 1.395
H 2.096 -2.648 0.249
H 0.783 -2.504 -0.975
H 2.020 -1.111 -0.678
*
```

- <S²>: 2.00
- Gap between HOMO and LUMO (spin up / spin down): 4.088 / 8.317 eV
- HOMO (spin up / spin down): -0.1188 / -0.3815 Ha
- Electronic energy: -16816.862 eV
- Lowest unoccupied orbital energy (spin up / spin down): 0.8553 / -2.0638 eV
- M: 132.187 g/mol
- ΔE to the lowest compared entry with this formula, charge and spin: 1.9 kcal per mole

Which charges does Mulliken predict for the atoms? In e, they are: -1.435, -1.764, -1.446, -1.558, -1.514, -1.207, 1.732, 0.085, 0.379, 0.434, 0.278, 0.484, 0.422, 0.345, 0.625, 0.431, 0.421, 0.283, 0.448, 0.467, 0.475, 0.487, 0.548, 0.385, 0.195